14 unconnected molecules or ions with the total composition C17H62N12O14 in a non-equilibrium geometry. Source: the Open Molecules 2025 dataset; level of theory: ωB97M-V/def2-TZVPD.

```
! RIJCOSX wB97M-V def2-TZVPD def2/J DEFGRID3
* xyz 0 1
C -1.27 3.40 0.57
C -2.03 4.27 1.58
O -1.46 4.16 2.87
H -1.33 2.35 0.83
H -0.27 3.71 0.47
H -1.79 3.44 -0.39
H -3.06 3.89 1.67
H -2.11 5.27 1.21
H -1.99 4.69 3.46
C 3.94 0.29 3.07
C 2.67 -0.21 2.36
O 2.91 -1.48 1.80
H 4.67 0.78 2.39
H 4.44 -0.42 3.68
H 3.60 1.04 3.74
H 2.39 0.47 1.49
H 1.83 -0.25 3.02
H 2.59 -2.13 2.45
C 4.07 -2.48 -2.63
C 3.52 -2.59 -1.19
O 4.47 -2.13 -0.28
H 4.10 -1.41 -2.99
H 3.32 -3.02 -3.19
H 5.10 -2.81 -2.87
H 3.20 -3.59 -0.83
H 2.58 -2.01 -1.11
H 3.97 -1.85 0.53
C 0.63 -2.43 -3.43
O 1.26 -1.19 -3.47
N 0.28 -3.14 -4.47
N 0.25 -2.95 -2.33
H 0.41 -2.76 -5.46
H -0.31 -3.95 -4.36
H 0.50 -2.53 -1.49
H -0.11 -3.97 -2.25
C 3.08 4.48 -2.16
O 3.02 4.23 -3.54
N 2.23 4.07 -1.27
N 4.09 5.10 -1.65
H 1.39 3.48 -1.62
H 2.16 4.35 -0.25
H 4.81 5.47 -2.29
H 4.19 5.31 -0.65
C -5.58 -1.54 0.17
O -5.71 -2.86 -0.32
N -4.45 -0.88 0.08
N -6.51 -0.88 0.82
H -3.81 -1.27 -0.55
H -4.29 0.10 0.17
H -7.44 -1.31 0.85
H -6.37 0.10 1.11
C -3.22 -2.11 -2.54
O -4.37 -1.96 -3.28
N -2.13 -1.50 -2.74
N -3.19 -2.89 -1.47
H -2.10 -0.75 -3.44
H -1.27 -2.05 -2.61
H -4.10 -3.31 -1.26
H -2.40 -2.87 -0.76
C -3.15 -0.06 3.26
O -2.92 -0.25 4.60
N -4.13 -0.66 2.66
N -2.40 0.60 2.42
H -4.68 -1.31 3.15
H -4.27 -0.79 1.63
H -1.49 1.01 2.71
H -2.46 0.60 1.40
C -0.50 -3.35 0.68
O 0.79 -2.81 0.44
N -0.88 -4.59 0.79
N -1.59 -2.59 0.57
H -0.13 -5.26 0.94
H -1.78 -4.78 1.18
H -1.36 -1.58 0.52
H -2.40 -2.80 1.14
C 0.06 0.00 -0.29
O -1.32 -0.10 -0.43
H 0.39 1.00 -0.66
H 0.42 -0.82 -0.90
H 0.38 -0.16 0.76
H -1.58 -0.45 -1.31
C -0.44 -1.73 3.69
O -0.35 -1.35 5.04
H -1.33 -2.27 3.52
H 0.37 -2.46 3.59
H -0.29 -0.88 3.02
H -1.21 -0.84 5.16
C -0.68 1.98 -2.92
O 0.12 3.04 -2.46
H -0.91 2.13 -3.92
H -1.60 1.89 -2.34
H -0.28 1.03 -2.90
H -0.29 3.90 -2.75
C 2.18 3.19 1.79
O 1.88 4.54 1.58
H 1.45 2.59 1.26
H 2.48 2.90 2.88
H 3.05 2.93 1.21
H 1.20 4.72 2.20
C 3.34 0.81 -1.05
O 4.29 0.78 -2.05
H 2.48 0.25 -1.33
H 3.03 1.78 -0.70
H 3.74 0.34 -0.21
H 3.81 0.93 -2.84
*
```

Kohn-Sham gap = 7.95 eV
Energy = -65175.4166 eV
LUMO energy = -0.0140 Eh


A molecular structure, C17H64N2O19PS3 in a non-equilibrium geometry. Source: the Open Molecules 2025 dataset; level of theory: ωB97M-V/def2-TZVPD.

```
! RIJCOSX wB97M-V def2-TZVPD def2/J DEFGRID3
* xyz -1 1
N 2.55 -3.36 -3.99
C 3.53 -4.17 -3.32
O 4.34 -4.78 -3.92
C 3.49 -4.19 -1.82
C 2.60 -3.08 -1.26
S 3.07 -2.62 0.42
O 1.94 -2.97 1.21
O 4.22 -3.36 0.80
N 3.23 -1.01 0.57
S 4.55 -0.34 -0.05
O 5.79 -0.82 0.47
O 4.43 1.05 0.19
P 4.67 -0.52 -2.21
S 3.11 0.32 -3.02
H 2.41 -3.78 -4.90
H 2.96 -2.44 -4.13
H 4.50 -4.10 -1.47
H 3.05 -5.14 -1.55
H 1.61 -3.48 -1.21
H 2.53 -2.23 -1.92
H 5.83 0.11 -2.70
H 4.68 -1.88 -2.57
C 4.82 4.03 -2.06
O 3.74 3.13 -1.87
H 5.11 3.99 -3.11
H 4.52 5.06 -1.81
H 5.67 3.75 -1.44
H 3.49 3.16 -0.94
C -0.60 -1.24 -0.11
O 0.24 -0.96 -1.23
H -1.56 -1.60 -0.50
H -0.16 -2.01 0.53
H -0.76 -0.33 0.47
H 1.09 -0.64 -0.89
C 0.97 1.76 2.02
O 1.43 2.00 0.70
H 0.43 2.64 2.37
H 0.28 0.91 2.03
H 1.81 1.56 2.68
H 1.90 1.20 0.42
C -1.39 2.44 -0.88
O -2.37 1.39 -0.93
H -1.82 3.26 -0.31
H -0.48 2.10 -0.39
H -1.15 2.78 -1.88
H -1.98 0.66 -1.43
C 0.44 5.24 4.07
O -0.66 4.36 4.33
H 0.67 5.20 3.01
H 0.16 6.26 4.34
H 1.31 4.93 4.65
H -0.85 4.42 5.27
C 2.85 1.69 5.42
O 1.56 1.61 6.03
H 3.59 1.36 6.14
H 2.89 1.04 4.54
H 3.06 2.72 5.13
H 0.91 1.91 5.37
C -3.28 -2.54 -3.27
O -2.31 -3.46 -2.77
H -4.19 -3.08 -3.52
H -3.50 -1.78 -2.52
H -2.89 -2.05 -4.17
H -1.51 -2.97 -2.56
C 2.19 -6.11 3.20
O 1.42 -5.35 2.28
H 2.01 -7.16 3.01
H 3.26 -5.90 3.07
H 1.91 -5.88 4.23
H 1.60 -4.41 2.45
C -5.83 -4.14 -0.58
O -4.48 -3.74 -0.41
H -6.31 -4.15 0.40
H -6.36 -3.43 -1.23
H -5.89 -5.14 -1.01
H -4.07 -3.74 -1.28
C -6.02 -0.06 -1.51
O -5.15 0.21 -2.60
H -6.96 -0.44 -1.92
H -5.59 -0.82 -0.85
H -6.22 0.85 -0.94
H -4.32 0.54 -2.23
C 2.85 7.94 4.64
O 1.48 8.26 4.84
H 3.08 8.10 3.59
H 3.49 8.58 5.25
H 3.05 6.89 4.88
H 1.28 8.11 5.77
C -1.73 8.58 3.72
O -1.94 7.43 4.54
H -1.07 9.26 4.26
H -1.25 8.30 2.78
H -2.68 9.09 3.52
H -2.51 6.84 4.06
C -6.59 -7.92 -2.22
O -7.75 -7.18 -1.86
H -6.38 -7.72 -3.27
H -5.73 -7.62 -1.62
H -6.76 -9.00 -2.10
H -7.93 -7.37 -0.93
C -1.33 -0.62 -6.73
O -1.33 -0.38 -5.33
H -0.54 -1.33 -6.95
H -2.29 -1.05 -7.05
H -1.15 0.31 -7.28
H -2.04 0.24 -5.14
*
```

Kohn-Sham gap = 8.21 eV
Energy = -102339.0426 eV
LUMO energy = 0.0729 Eh


17 unconnected molecules or ions with the total composition C17H68N34O17 in a non-equilibrium geometry. Source: the Open Molecules 2025 dataset; level of theory: ωB97M-V/def2-TZVPD.

```
! RIJCOSX wB97M-V def2-TZVPD def2/J DEFGRID3
* xyz 0 1
C 8.04 0.79 10.49
O 8.89 0.45 9.60
N 7.94 0.06 11.56
N 7.42 1.84 10.68
H 8.57 -0.72 11.70
H 7.38 0.23 12.38
H 6.95 2.07 11.54
H 7.40 2.48 9.90
C 5.91 -3.70 18.88
O 6.90 -3.15 19.25
N 5.13 -3.21 17.94
N 5.52 -4.88 19.39
H 5.25 -2.30 17.52
H 4.41 -3.84 17.63
H 4.87 -5.31 18.75
H 5.95 -5.42 20.13
C 11.57 -0.11 7.77
O 12.60 -0.34 7.19
N 10.44 0.21 7.25
N 11.60 0.02 9.07
H 10.40 0.15 6.25
H 9.59 0.41 7.76
H 10.73 0.18 9.57
H 12.56 0.17 9.34
C 9.05 -7.58 16.53
O 10.27 -7.50 16.58
N 8.32 -7.73 17.60
N 8.37 -7.47 15.42
H 8.79 -7.78 18.49
H 7.32 -7.68 17.47
H 8.89 -7.28 14.57
H 7.37 -7.49 15.56
C 10.64 -4.70 17.81
O 10.79 -4.07 16.77
N 11.59 -5.55 18.18
N 9.61 -4.72 18.56
H 12.27 -5.92 17.54
H 11.48 -6.08 19.04
H 9.39 -5.61 18.98
H 8.91 -4.00 18.54
C 3.82 -1.81 14.87
O 2.69 -1.98 15.40
N 4.84 -1.09 15.31
N 4.18 -2.43 13.77
H 5.42 -0.76 14.56
H 4.77 -0.54 16.16
H 5.15 -2.29 13.53
H 3.68 -3.22 13.40
C 10.21 -3.28 10.61
O 9.21 -3.32 9.94
N 10.86 -4.32 11.10
N 11.09 -2.27 10.75
H 11.76 -4.18 11.54
H 10.66 -5.25 10.77
H 11.91 -2.52 11.28
H 11.02 -1.44 10.16
C 4.82 1.78 12.94
O 6.00 2.07 13.12
N 4.50 0.60 12.55
N 3.84 2.58 13.17
H 3.54 0.37 12.35
H 5.27 -0.05 12.50
H 2.91 2.43 12.82
H 4.08 3.51 13.50
C 11.47 0.98 12.52
O 11.28 2.16 12.76
N 10.70 0.06 12.85
N 12.58 0.50 12.11
H 10.97 -0.90 12.64
H 9.91 0.10 13.48
H 12.75 -0.45 11.79
H 13.33 1.16 11.95
C 7.95 -3.61 14.57
O 6.94 -3.67 13.92
N 8.06 -4.18 15.73
N 9.06 -3.09 14.14
H 7.17 -4.41 16.14
H 8.97 -4.19 16.17
H 9.86 -3.37 14.69
H 9.04 -2.59 13.26
C 11.52 -7.20 13.29
O 12.42 -7.11 12.45
N 10.43 -7.88 13.09
N 11.56 -6.73 14.50
H 10.06 -8.10 14.00
H 10.44 -8.58 12.36
H 12.34 -6.10 14.61
H 10.95 -6.93 15.28
C 13.18 -2.48 14.13
O 12.93 -2.41 12.95
N 13.31 -1.43 14.84
N 13.33 -3.54 14.89
H 13.23 -0.54 14.37
H 13.55 -1.40 15.82
H 13.40 -3.42 15.89
H 13.35 -4.51 14.60
C 2.72 -6.02 16.89
O 3.52 -5.38 17.54
N 2.76 -5.85 15.57
N 1.72 -6.72 17.44
H 3.53 -5.22 15.40
H 2.47 -6.59 14.95
H 1.44 -6.66 18.41
H 1.08 -6.90 16.68
C 4.96 -4.29 10.50
O 3.90 -4.40 9.97
N 5.90 -3.52 10.06
N 5.28 -4.68 11.74
H 5.74 -2.93 9.25
H 6.81 -3.46 10.48
H 5.99 -4.22 12.28
H 4.49 -5.16 12.13
C 12.86 -3.34 21.87
O 13.27 -4.43 21.80
N 13.28 -2.54 22.86
N 11.90 -2.82 21.09
H 14.22 -2.58 23.24
H 12.81 -1.65 22.93
H 11.62 -3.35 20.28
H 11.48 -1.92 21.29
C 8.02 0.34 15.73
O 8.34 0.31 14.52
N 8.48 -0.45 16.70
N 7.21 1.24 16.13
H 8.21 -0.07 17.60
H 8.96 -1.33 16.58
H 7.24 1.57 17.09
H 6.68 1.64 15.37
C 5.90 -8.17 20.53
O 6.38 -7.24 20.98
N 5.55 -9.25 21.16
N 5.56 -8.22 19.31
H 5.80 -9.19 22.13
H 4.87 -9.91 20.80
H 4.95 -8.97 19.03
H 5.72 -7.36 18.80
*
```

Kohn-Sham gap = 7.71 eV
Energy = -104213.8794 eV
LUMO energy = -0.0254 Eh


A molecular structure, C17H70BaO19 in a non-equilibrium geometry. Source: the Open Molecules 2025 dataset; level of theory: ωB97M-V/def2-TZVPD.

```
! RIJCOSX wB97M-V def2-TZVPD def2/J DEFGRID3
* xyz 0 1
Ba -15.45 -36.28 -14.18
O -16.46 -38.11 -15.84
H -16.00 -38.71 -15.23
O -14.49 -38.16 -12.66
H -14.97 -37.91 -11.85
C -11.80 -35.79 -12.06
O -12.60 -36.24 -13.12
H -12.48 -35.38 -11.32
H -11.19 -36.56 -11.58
H -11.08 -35.00 -12.28
H -13.12 -36.97 -12.77
C -13.54 -42.94 -10.23
O -12.57 -43.69 -10.92
H -13.55 -41.96 -10.70
H -14.51 -43.44 -10.29
H -13.33 -42.67 -9.19
H -12.92 -44.06 -11.73
C -16.62 -41.49 -17.41
O -16.11 -40.23 -17.68
H -17.69 -41.46 -17.26
H -16.38 -42.13 -18.27
H -16.17 -41.87 -16.49
H -16.21 -39.58 -16.98
C -15.62 -35.58 -10.36
O -15.53 -34.83 -11.54
H -16.53 -35.31 -9.82
H -15.77 -36.62 -10.62
H -14.70 -35.54 -9.77
H -15.74 -33.93 -11.26
C -17.47 -40.71 -10.07
O -16.30 -41.03 -9.35
H -17.49 -41.03 -11.12
H -18.30 -41.16 -9.53
H -17.67 -39.64 -10.08
H -15.60 -40.50 -9.74
C -13.04 -33.17 -14.41
O -14.39 -33.48 -14.09
H -12.51 -34.12 -14.55
H -12.98 -32.66 -15.37
H -12.50 -32.58 -13.67
H -14.92 -32.74 -14.39
C -13.33 -38.76 -9.46
O -14.39 -39.38 -10.14
H -13.20 -39.00 -8.41
H -12.40 -38.97 -9.99
H -13.67 -37.73 -9.43
H -14.32 -39.18 -11.08
C -12.52 -41.26 -16.80
O -11.93 -41.38 -15.62
H -12.54 -40.24 -17.20
H -11.96 -41.82 -17.55
H -13.58 -41.53 -16.76
H -12.05 -40.56 -15.13
C -18.30 -36.99 -7.72
O -19.41 -36.10 -7.60
H -17.72 -36.83 -8.63
H -17.65 -36.92 -6.84
H -18.64 -38.02 -7.82
H -19.06 -35.23 -7.42
C -18.55 -37.17 -12.01
O -18.22 -36.08 -12.90
H -18.72 -36.66 -11.06
H -19.47 -37.63 -12.36
H -17.74 -37.91 -12.01
H -18.90 -35.40 -12.89
C -17.25 -44.11 -13.31
O -17.54 -42.93 -12.58
H -17.46 -43.97 -14.37
H -16.23 -44.45 -13.12
H -17.97 -44.86 -13.00
H -16.96 -42.22 -12.86
C -13.62 -37.26 -17.24
O -13.68 -36.21 -16.25
H -13.93 -38.24 -16.88
H -14.10 -36.98 -18.18
H -12.55 -37.34 -17.42
H -13.14 -35.48 -16.58
C -14.72 -41.54 -13.66
O -15.54 -40.70 -12.88
H -13.71 -41.78 -13.34
H -15.19 -42.52 -13.77
H -14.61 -41.19 -14.69
H -15.17 -39.82 -12.75
C -13.11 -32.53 -10.00
O -11.71 -32.30 -9.85
H -13.49 -31.82 -10.73
H -13.27 -33.56 -10.31
H -13.61 -32.43 -9.04
H -11.21 -32.42 -10.66
C -9.48 -36.79 -14.45
O -9.46 -38.18 -14.83
H -10.41 -36.30 -14.74
H -9.25 -36.64 -13.40
H -8.70 -36.28 -15.01
H -10.33 -38.46 -14.55
C -11.34 -39.56 -12.73
O -12.19 -39.26 -13.86
H -11.80 -40.25 -12.02
H -10.41 -39.95 -13.15
H -11.10 -38.64 -12.18
H -12.94 -38.80 -13.47
C -18.25 -40.55 -14.31
O -18.69 -39.40 -15.11
H -19.11 -41.22 -14.18
H -17.38 -41.01 -14.78
H -18.01 -40.19 -13.31
H -17.88 -38.91 -15.24
*
```

Kohn-Sham gap = 7.77 eV
Energy = -58354.8679 eV
LUMO energy = -0.0382 Eh


A molecular structure, C17H8Cl5CoN2O3. Source: the Open Molecules 2025 dataset; level of theory: ωB97M-V/def2-TZVPD.

```
! RIJCOSX wB97M-V def2-TZVPD def2/J DEFGRID3
* xyz 0 1
Co 0.52 1.15 0.40
Cl -3.65 2.79 -4.90
C -2.96 2.37 -3.39
C -1.58 2.44 -3.21
Cl -0.54 2.93 -4.48
C -1.06 2.10 -1.97
Cl 0.65 2.16 -1.67
C -1.83 1.69 -0.89
O -1.29 1.39 0.27
C -3.22 1.62 -1.09
Cl -4.19 1.10 0.22
C -3.77 1.96 -2.32
Cl -5.47 1.87 -2.54
N 1.12 -5.56 -2.18
C 1.03 -4.49 -1.77
C 0.92 -3.15 -1.25
C 2.00 -2.28 -1.36
C 1.89 -0.99 -0.87
C 0.71 -0.58 -0.27
C -0.37 -1.45 -0.14
C -0.26 -2.74 -0.63
H 2.91 -2.61 -1.84
H 2.73 -0.31 -0.95
H -1.27 -1.14 0.37
H -1.09 -3.43 -0.54
O 2.39 1.31 1.08
C 1.95 0.85 2.17
C 2.63 0.58 3.48
C 1.50 -0.12 4.26
C 0.27 -0.11 3.34
O -0.80 -0.57 3.57
N 0.67 0.52 2.15
H 2.95 1.52 3.93
H 3.51 -0.04 3.33
H 1.25 0.37 5.20
H 1.74 -1.16 4.49
*
```

Kohn-Sham gap (spin up / spin down) = 8.09 / 8.10 eV
Energy = -127120.4209 eV
LUMO energy (spin up / spin down) = -0.0270 / -0.0269 Eh